21
Properties=species:S:1:pos:R:3:lowdin_charge:R:1 method="wB97M-V/def2-TZVPD" multiplicity=1 e_homo_ha=-0.3330 e_above_lowest_kj_mol=198.22 charge=0
C 1.466 -1.988 -0.754 -0.20
C 2.679 -2.066 -1.213 -0.22
C 3.104 -0.999 -2.060 -0.14
C 0.747 -2.767 0.270 -0.10
H 0.870 -1.125 -1.145 0.11
H 3.318 -2.880 -0.943 0.11
H 3.000 -1.227 -3.116 0.08
H 2.526 -0.056 -1.956 0.08
H 4.030 -0.734 -1.588 0.07
H -0.287 -2.805 0.155 0.04
H 0.869 -2.279 1.270 0.09
H 1.127 -3.782 0.301 0.07
H -0.503 1.691 -0.428 0.06
H -2.014 1.940 -0.577 0.01
O -1.347 1.295 -0.731 -0.05
H -1.998 4.485 1.041 0.04
H -1.556 4.809 2.359 0.02
O -1.988 5.264 1.642 -0.06
H -2.997 -0.309 1.066 0.06
H -3.816 -0.768 2.224 0.02
O -2.984 -0.314 2.073 -0.09

---

21
Properties=species:S:1:pos:R:3:lowdin_charge:R:1 method="wB97M-V/def2-TZVPD" multiplicity=2 e_homo_ha="-0.4868 / -0.4868" e_above_lowest_kj_mol=142.17 charge=+1
C -2.623 0.983 1.900 0.01
C -1.858 1.237 0.667 -0.25
C -2.400 1.023 -0.626 0.28
C -0.582 1.911 0.780 -0.01
H -3.444 1.713 1.953 0.14
H -2.994 -0.037 1.967 0.12
H -1.980 1.197 2.752 0.10
H -1.784 1.334 -1.458 0.11
H -3.226 0.367 -0.870 0.12
H 0.118 1.556 0.043 0.10
H -0.557 3.008 0.743 0.15
H -0.269 1.744 1.811 0.11
H -0.330 -0.722 -0.152 -0.02
H 1.056 -0.917 0.483 0.05
O 0.445 -1.286 -0.163 -0.02
H 0.189 -4.240 -3.683 0.02
H 1.278 -5.256 -3.061 0.03
O 1.109 -4.461 -3.563 -0.05
H 5.458 0.334 -0.459 0.02
H 6.139 0.417 0.916 0.03
O 6.256 0.095 0.018 -0.05

---

22
Properties=species:S:1:pos:R:3:lowdin_charge:R:1 method="wB97M-V/def2-TZVPD" multiplicity=2 e_homo_ha="-0.1445 / -0.1420" e_above_lowest_kj_mol=264.18 charge=-1
C 0.260 -1.441 0.407 -0.10
C -0.118 -0.025 -0.066 -0.24
C -1.176 0.547 0.838 -0.18
C -2.474 0.487 0.543 -0.03
H 0.773 -1.293 1.364 0.05
H -0.663 -1.970 0.659 0.06
H 0.802 0.554 0.000 0.09
H -0.871 0.903 1.814 0.08
H -3.209 0.875 1.236 0.03
H -0.559 -0.119 -1.087 0.06
H -0.073 -0.483 -3.134 -0.04
H 1.331 -0.385 -3.940 0.02
O 0.836 -0.809 -3.242 -0.08
H 0.792 -2.054 -0.315 0.06
H 0.416 0.551 3.619 -0.09
O 0.994 0.118 2.990 -0.41
H -2.803 0.307 -0.471 0.02
H -1.904 0.413 -3.321 0.04
O -1.662 -0.130 -2.549 -0.01
H 1.936 0.703 2.186 -0.06
H 3.165 1.758 1.828 -0.04
O 2.592 1.110 1.412 -0.23

---

| no. | molar mass (g/mol) |
| --- | --- |
| 1 | 110.15 |
| 2 | 110.15 |
| 3 | 126.15 |